CH2O2S | ωB97M-V/def2-TZVPD

The value obtained for the lowest unoccupied orbital energy is -0.007 Eh. For the HOMO-LUMO gap, the calculation gives 0.3400 Eh. Its spin multiplicity is 1. Its total charge is 0. The HOMO energy comes out at -9.45 eV.

Atoms and positions in Å:
C (0.29541, 0.83217, -0.64259)
O (0.59761, 1.97141, -0.78997)
O (-0.72901, -1.66012, -0.57427)
S (-1.33666, -0.36239, -0.22730)
H (0.79824, -0.15527, -0.60812)
H (-1.22013, -0.36004, 1.18495)

Mulliken population analysis, charges in e, atoms 1 to 5:
1 C 0.23
2 O -0.36
3 O -0.55
4 S 0.24
5 H 0.27